Entry 1:
Entry from OMol25: C32H41AsMoN2O6S5 as an isolated structure at a distorted geometry (ωB97M-V with the def2-TZVPD basis set).

CARTESIAN COORDINATES (ANGSTROEM)
1 Mo -0.7304 0.4886 0.4304
2 C -2.7914 1.3694 4.8732
3 C -1.4632 0.6030 4.9698
4 C -1.6459 -0.8330 4.4823
5 C -0.3451 1.4541 4.3582
6 C 0.0062 2.5457 5.1582
7 C 0.9816 3.4472 4.7956
8 C 1.6770 3.2479 3.6170
9 C 1.3822 2.1788 2.7894
10 C 2.2691 1.9468 1.5752
11 C 2.4766 3.2167 0.7463
12 C 3.6055 1.3483 2.0268
13 C 0.3325 1.2995 3.1365
14 N 0.0900 0.2270 2.1971
15 C 0.7927 -0.9032 2.4864
16 C 0.8636 -1.7606 1.4471
17 N 0.2369 -1.3377 0.3126
18 C 0.6663 -2.1559 -0.7966
19 C 2.0292 -2.0651 -1.1565
20 C 2.5484 -2.9557 -2.0883
21 C 1.7583 -3.9318 -2.6609
22 C 0.4155 -3.9868 -2.3406
23 C -0.1603 -3.1016 -1.4340
24 C -1.6431 -3.2123 -1.1887
25 C -2.3827 -3.2858 -2.5274
26 C -1.9684 -4.4177 -0.3034
27 C 2.9596 -1.0164 -0.5670
28 C 3.9502 -1.6385 0.4240
29 C 3.7466 -0.2771 -1.6592
30 H -3.0686 1.5222 3.8348
31 H -2.7095 2.3451 5.3525
32 H -3.5882 0.8070 5.3640
33 H -1.2146 0.5318 6.0339
34 H -2.4653 -1.2878 5.0420
35 H -0.7523 -1.4304 4.6583
36 H -1.9014 -0.8840 3.4269
37 H -0.5146 2.6795 6.0992
38 H 1.2192 4.2867 5.4360
39 H 2.4718 3.9312 3.3471
40 H 1.7784 1.2286 0.9159
41 H 3.1032 3.9408 1.2677
42 H 1.5115 3.6754 0.5293
43 H 2.9607 2.9669 -0.1999
44 H 4.0955 2.0155 2.7375
45 H 4.2697 1.1999 1.1723
46 H 3.4487 0.3857 2.5167
47 H 1.2945 -1.0256 3.4335
48 H 1.4082 -2.6946 1.4533
49 H 3.5970 -2.9058 -2.3529
50 H 2.1833 -4.6396 -3.3604
51 H -0.1994 -4.7528 -2.7943
52 H -1.9699 -2.3175 -0.6598
53 H -2.0076 -4.1013 -3.1467
54 H -2.2625 -2.3521 -3.0791
55 H -3.4406 -3.4568 -2.3606
56 H -1.6991 -5.3488 -0.8068
57 H -3.0361 -4.4364 -0.0800
58 H -1.4203 -4.3640 0.6392
59 H 2.3507 -0.2815 -0.0366
60 H 4.5097 -2.4427 -0.0572
61 H 3.4423 -2.0461 1.2976
62 H 4.6621 -0.8848 0.7647
63 H 4.5173 -0.9196 -2.0866
64 H 4.2401 0.5968 -1.2305
65 H 3.0908 0.0570 -2.4617
66 O 0.0388 -0.5942 -3.7033
67 As 0.0891 0.8004 -2.5567
68 O -0.7000 2.0992 0.7478
69 O -1.0015 0.1935 -1.3592
70 C -0.9491 1.7866 -3.9405
71 C -0.1805 2.0068 -5.0801
72 C -0.7369 2.5272 -6.2364
73 C -2.0895 2.8239 -6.2884
74 C -2.8774 2.6400 -5.1680
75 C -2.3097 2.1362 -4.0060
76 S -3.3006 2.3011 -2.5513
77 O -2.4558 2.8690 -1.5565
78 O -4.5082 3.0031 -2.8802
79 O -3.7399 0.8015 -2.1538
80 H 0.3897 -1.3975 -3.2906
81 H 0.8708 1.7426 -5.0468
82 H -0.1117 2.7063 -7.1010
83 H -2.5219 3.2174 -7.1979
84 H -3.9258 2.9056 -5.1639
85 S -3.0139 0.6565 1.2193
86 S -4.0097 -1.0730 1.3430
87 S -5.2842 -1.0200 -0.5030
88 S -5.2344 0.7763 -1.2393

Cartesian forces (eV/Å) of the 2 atoms listed first:
Mo -2.585 -0.421 1.020
C 0.105 -0.055 0.138

Summary:
Spin multiplicity ... 1
Charge ... 0
Strongest force on any atom ... 2.81 eV Å⁻¹
ΔE to the lowest compared entry with this formula, charge and spin ... 16.3 kcal per mole
Orbital gap (spin up / spin down) ... 6.81 / 6.80 eV


Entry 2:
Entry from OMol25: C44H39BrN4O5P2SSn as an isolated structure at a distorted geometry (ωB97M-V with the def2-TZVPD basis set).

CARTESIAN COORDINATES (ANGSTROEM)
1 Sn -0.3345 -0.4953 -0.2356
2 O 0.8703 1.3170 0.4266
3 N 1.1384 2.5209 -0.0084
4 C 1.8742 3.3194 0.7760
5 C 2.1552 4.6153 0.4115
6 C 1.6528 5.1167 -0.7827
7 C 0.9383 4.2668 -1.6043
8 C 0.7326 2.9512 -1.2160
9 S 0.0212 1.7919 -2.3475
10 H 2.2254 2.8596 1.6850
11 H 2.7634 5.2270 1.0580
12 H 1.8470 6.1327 -1.0859
13 H 0.5984 4.5784 -2.5788
14 C -1.9923 1.2052 3.9051
15 N -1.4309 0.8153 2.6117
16 P -0.5587 -0.6552 2.5044
17 C -1.3527 -1.7506 3.7251
18 C -2.5093 -2.4188 3.3396
19 C -3.1658 -3.2429 4.2351
20 C -2.6593 -3.4123 5.5156
21 C -1.5095 -2.7426 5.9033
22 C -0.8553 -1.9084 5.0148
23 C 1.0676 -0.3474 3.2289
24 C 1.8635 -1.4780 3.4059
25 C 3.1576 -1.3461 3.8665
26 C 3.6603 -0.0822 4.1413
27 C 2.8750 1.0451 3.9491
28 C 1.5764 0.9164 3.4831
29 P -2.2937 1.1306 1.1528
30 C -4.0509 1.2762 1.6331
31 C -4.6126 2.4802 2.0530
32 C -5.9672 2.5485 2.3245
33 C -6.7693 1.4266 2.1772
34 C -6.2100 0.2234 1.7747
35 C -4.8569 0.1508 1.4985
36 C -1.9582 2.8728 0.7507
37 C -2.4593 3.2482 -0.4945
38 C -2.3690 4.5586 -0.9186
39 C -1.7511 5.4979 -0.1061
40 C -1.2172 5.1214 1.1164
41 C -1.3140 3.8068 1.5484
42 H -1.2154 1.1160 4.6659
43 H -2.8381 0.5765 4.1981
44 H -2.3346 2.2389 3.8597
45 H -2.8834 -2.2910 2.3301
46 H -4.0669 -3.7537 3.9334
47 H -3.1593 -4.0665 6.2124
48 H -1.1149 -2.8620 6.9008
49 H 0.0428 -1.3909 5.3186
50 H 1.4419 -2.4573 3.2102
51 H 3.7665 -2.2242 4.0241
52 H 4.6653 0.0232 4.5196
53 H 3.2742 2.0225 4.1768
54 H 0.9482 1.7830 3.3303
55 H -4.0016 3.3654 2.1572
56 H -6.3994 3.4850 2.6438
57 H -7.8287 1.4916 2.3725
58 H -6.8303 -0.6529 1.6636
59 H -4.4154 -0.7783 1.1606
60 H -2.9441 2.5006 -1.1142
61 H -2.7789 4.8481 -1.8733
62 H -1.6957 6.5265 -0.4272
63 H -0.7414 5.8557 1.7484
64 H -0.9026 3.5190 2.5045
65 Br 5.9413 -1.2580 -7.1608
66 C 4.9289 -0.5917 -5.7173
67 C 5.4174 0.4801 -4.9709
68 C 4.6519 0.9967 -3.9519
69 C 3.3869 0.4586 -3.6674
70 C 2.9258 -0.6429 -4.3953
71 C 3.6930 -1.1623 -5.4155
72 C 2.5633 1.2021 -2.7313
73 O 2.9006 2.2164 -2.1719
74 O 1.2915 0.6972 -2.5364
75 H 6.3788 0.9101 -5.2047
76 H 4.9937 1.8426 -3.3738
77 H 1.9622 -1.0703 -4.1615
78 H 3.3351 -1.9961 -5.9989
79 O 4.4228 1.4942 0.4170
80 C 5.2515 0.6263 1.1484
81 N 5.9656 -0.3012 0.3180
82 C 5.6046 -1.5423 -0.0946
83 O 6.3647 -2.2440 -0.7187
84 C 4.2184 -2.0378 0.2150
85 C 4.0708 -3.3656 0.6126
86 C 2.7941 -3.8828 0.7658
87 C 1.7110 -3.0685 0.4864
88 N 1.8467 -1.8010 0.0987
89 C 3.0696 -1.2939 -0.0273
90 H 4.9488 1.9614 -0.2427
91 H 4.5902 0.0928 1.8365
92 H 5.9879 1.1903 1.7333
93 H 6.9010 -0.0440 0.0260
94 H 4.9469 -3.9727 0.7869
95 H 2.6441 -4.8995 1.0901
96 H 0.6889 -3.4343 0.5743
97 H 3.1300 -0.2590 -0.3358

Cartesian forces (eV/Å) of the 2 atoms listed first:
Sn 0.440 -0.021 -0.308
O -0.155 -1.409 0.295

Summary:
Spin multiplicity ... 1
Charge ... +2
Strongest force on any atom ... 1.45 eV Å⁻¹
ΔE to the lowest compared entry with this formula, charge and spin ... 0.0 kcal per mole
Orbital gap ... 7.50 eV


Entry 3:
Entry from OMol25: a 30-piece molecular cluster, H60O30 overall at a distorted geometry (ωB97M-V with the def2-TZVPD basis set).

CARTESIAN COORDINATES (ANGSTROEM)
1 O -0.0234 -0.1067 1.7113
2 O -0.0477 -1.6496 -0.7030
3 O -1.4425 1.5799 0.0148
4 O 2.6328 -1.3069 -1.5450
5 O 2.1470 1.1071 2.5203
6 O 1.6075 -2.8514 1.5415
7 O 1.3948 2.6106 -2.3530
8 O -2.7181 0.1544 -2.0866
9 O -2.9862 -1.8796 -0.2087
10 O -0.6447 0.0638 -3.8717
11 O -0.4524 4.0464 0.4404
12 O -1.9298 0.0155 3.6632
13 O 2.0176 3.8195 1.4789
14 O 4.5012 0.2408 1.3007
15 O 0.5392 -4.7249 -0.3175
16 O -3.6056 2.9017 1.1347
17 O 4.1267 -2.1946 2.3724
18 O 5.1140 0.1430 -1.3715
19 O 3.6582 1.3287 -3.5572
20 O 2.5318 -1.1170 -4.4170
21 O -4.8830 0.4056 0.5095
22 O -0.9607 -4.7450 1.9021
23 O -0.1663 -2.7687 -4.4742
24 O -2.5661 2.6074 3.7963
25 O 0.0515 2.2095 5.0690
26 O -0.7048 3.3863 -4.2363
27 O -3.3793 -4.1389 1.4124
28 O -2.5540 4.8277 -1.4918
29 O -3.9469 -1.8796 3.5280
30 O 5.5402 -2.5943 -0.7487
31 H 0.8417 0.2888 1.9692
32 H -0.6235 -0.0611 2.5182
33 H -0.0503 -1.1293 0.1443
34 H -0.8814 -2.0672 -0.7518
35 H -1.8144 1.2549 -0.8559
36 H -1.1655 0.7810 0.4857
37 H 2.0659 -1.2453 -2.3343
38 H 1.9668 -1.2566 -0.7982
39 H 2.9359 0.7989 2.1507
40 H 2.1804 2.0365 2.2221
41 H 1.0366 -2.1381 1.9208
42 H 1.2078 -3.2737 0.7686
43 H 1.3636 2.1642 -1.5230
44 H 2.1148 2.1594 -2.7295
45 H -3.6191 0.5468 -2.0775
46 H -2.8511 -0.7148 -1.7339
47 H -3.6835 -1.2593 0.1750
48 H -3.3349 -2.7043 0.0190
49 H -0.6072 1.0337 -4.0421
50 H -1.3009 0.0975 -3.1046
51 H -0.4538 4.9121 -0.0536
52 H -0.8411 3.3549 -0.0552
53 H -2.3866 0.8772 3.5979
54 H -2.6732 -0.6596 3.6307
55 H 1.9538 4.5717 2.1100
56 H 1.1589 3.8156 0.9654
57 H 4.6479 -0.5783 1.8071
58 H 4.8155 -0.0105 0.4379
59 H 1.1901 -5.3758 -0.5135
60 H 0.3869 -4.3623 -1.2212
61 H -2.8208 2.5819 0.6635
62 H -3.8547 3.8070 0.8378
63 H 4.4419 -2.4997 3.2434
64 H 3.3741 -2.7191 2.1120
65 H 4.1760 0.0152 -1.6229
66 H 5.4318 0.7381 -2.0312
67 H 3.3985 0.3807 -3.7326
68 H 4.2097 1.6229 -4.2992
69 H 3.1497 -1.7351 -4.8150
70 H 2.0902 -0.7275 -5.2328
71 H -5.5497 0.2625 1.1791
72 H -4.3141 1.1182 0.8305
73 H -0.5289 -4.3740 1.1340
74 H -1.9076 -4.5786 1.7524
75 H 0.0399 -3.3310 -3.7114
76 H -0.0289 -1.8361 -4.2591
77 H -2.8269 2.9904 2.9615
78 H -3.0583 3.0810 4.4256
79 H -0.7405 2.3782 4.6019
80 H 0.7210 1.9169 4.4590
81 H -0.0750 3.8271 -4.8115
82 H -0.3031 3.2711 -3.3894
83 H -3.9841 -4.8964 1.2064
84 H -3.7862 -3.7247 2.2012
85 H -1.9012 5.5529 -1.6155
86 H -2.8326 4.4728 -2.3591
87 H -4.2572 -2.1796 4.3791
88 H -4.6448 -1.2239 3.3083
89 H 4.7602 -2.0330 -0.9796
90 H 5.1905 -3.5063 -0.5779

Cartesian forces (eV/Å) of the 2 atoms listed first:
O -0.966 -0.473 0.461
O 1.512 1.151 0.565

Summary:
Spin multiplicity ... 1
Charge ... 0
Strongest force on any atom ... 3.38 eV Å⁻¹
ΔE to the lowest compared entry with this formula, charge and spin ... 61.8 kcal per mole
Orbital gap ... 8.93 eV


Entry 4:
Entry from OMol25: one molecule with the formula C4H9N (ωB97M-V with the def2-TZVPD basis set).

CARTESIAN COORDINATES (ANGSTROEM)
1 C 0.0305 1.2065 1.2220
2 C 0.1364 0.8563 -0.2464
3 C 1.1005 -0.1717 -0.7152
4 C -0.8900 -1.3932 0.1115
5 H 0.6458 2.0814 1.4353
6 H 0.3884 0.3915 1.8663
7 H -1.0009 1.4397 1.5202
8 H -0.0795 1.6960 -0.9082
9 H 1.6119 -0.0710 -1.6699
10 H 1.6491 -0.7141 0.0508
11 H -0.9003 -2.3691 -0.3899
12 H -0.3281 -1.4983 1.0588
13 H -1.9261 -1.1091 0.3452
14 N -0.3321 -0.4050 -0.7914

Cartesian forces (eV/Å) of the 2 atoms listed first:
C -0.027 -0.315 0.194
C -0.076 0.348 0.153

Summary:
Spin multiplicity ... 1
Charge ... 0
Strongest force on any atom ... 0.39 eV Å⁻¹
ΔE to the lowest compared entry with this formula, charge and spin ... 25.4 kcal per mole
SMILES ... C[C@H]1CN1C
Orbital gap ... 10.05 eV